Density functional theory data (the ωB97M-V functional and the def2-TZVPD basis) for a structure of composition C14H21AuN6OS.

The geometry in XYZ format:
```
44
Properties=species:S:1:pos:R:3:forces:R:3
Au 1.3999 -0.7930 -1.1420 -0.0023 0.0450 -0.1400
S 0.9286 -0.6426 -3.3648 -0.0017 0.0026 0.0765
O 1.8132 -0.7394 0.9702 0.0281 -0.0320 0.0663
N 1.1303 1.1229 2.0495 -0.0056 -0.0269 -0.0229
N 3.2583 1.0298 1.0981 -0.0492 0.0043 -0.0758
N -3.3931 -3.1200 0.7707 -0.0043 -0.0104 0.0185
N -0.9625 0.9089 -2.2233 0.0232 -0.0638 0.0357
N -2.5803 -3.7757 2.8375 0.0000 -0.0083 0.0168
N -0.8492 -2.3370 -0.0125 0.0076 0.0108 -0.0141
C -2.7826 1.9023 -3.4318 0.0031 0.0015 -0.0110
C -0.5073 0.3703 -3.3580 0.0012 -0.0030 -0.0132
C -2.0720 1.6486 -2.2759 0.0058 0.0276 -0.0106
C 3.3116 2.4210 0.6576 0.0152 -0.0108 0.0119
C 4.2955 0.1858 0.5217 0.0031 0.0050 0.0203
C 2.0553 0.4358 1.3454 -0.0065 0.0574 0.0561
C 1.4569 2.1568 3.0129 0.0142 -0.0070 0.0180
C -2.3006 1.3510 -4.6170 -0.0133 0.0080 0.0210
C -0.2343 0.6177 2.0724 0.0102 -0.0110 -0.0110
C -1.0644 -2.8629 1.1744 -0.0245 0.0056 0.0013
C -1.1596 0.5826 -4.5852 0.0085 -0.0001 0.0133
C -3.1580 -2.5791 -0.4247 0.0224 0.0130 -0.0030
C -2.3492 -3.2656 1.5752 0.0070 0.0226 -0.0196
C -1.8957 -2.1876 -0.8275 -0.0238 -0.0020 -0.0067
H 4.1158 0.0025 -0.5429 -0.0020 0.0107 -0.0007
H 2.3439 2.8994 0.7713 -0.0022 -0.0092 0.0036
H -2.8178 1.5202 -5.5533 0.0033 -0.0014 -0.0052
H 3.5730 2.4536 -0.4029 0.0047 -0.0156 -0.0019
H -0.9098 1.4604 2.2184 -0.0042 -0.0020 -0.0042
H 1.0684 3.1316 2.7088 0.0029 0.0012 0.0015
H 5.2511 0.6944 0.6435 0.0082 -0.0117 0.0041
H -3.4675 -4.2444 2.9309 0.0020 -0.0017 -0.0013
H -0.7580 0.1334 -5.4831 -0.0078 0.0001 -0.0064
H -0.2108 -2.9642 1.8378 0.0050 -0.0099 0.0027
H 1.0137 1.8974 3.9767 -0.0055 -0.0011 -0.0027
H -2.4033 2.0611 -1.3278 -0.0116 -0.0042 0.0005
H 2.5339 2.2256 3.1403 -0.0136 0.0033 -0.0009
H -1.8108 -4.2523 3.2768 -0.0020 0.0014 0.0031
H -1.7086 -1.7434 -1.7969 0.0033 -0.0161 -0.0017
H 4.3284 -0.7699 1.0373 -0.0088 0.0072 -0.0043
H -3.6774 2.5083 -3.4075 0.0002 0.0025 -0.0047
H -0.4642 0.1343 1.1259 -0.0067 0.0089 -0.0084
H -0.3854 -0.1029 2.8805 0.0097 0.0051 0.0076
H -4.0130 -2.4577 -1.0793 0.0003 0.0009 -0.0043
H 4.0576 2.9823 1.2224 0.0063 0.0033 -0.0044
```
Forces are in eV/Å.

Properties
LUMO energy: 0.56 eV
relative energy (zero: lowest compared OMol25 entry of this formula, charge and spin): 0.0 kJ/mol
orbital gap: 7.7 eV
charge: 0

Here are the Mulliken charges for atoms 1 to 2, given in e: Au 0.3702; S -0.4057